# 1
Density functional theory data (ωB97M-V with the def2-TZVPD basis set) for a single C4HNO molecule at a distorted geometry.

Values from the calculation:
Kohn-Sham gap in Ha: 0.376
HOMO level in eV: -11.565
ΔE to the lowest compared entry with this formula, charge and spin in kJ/mol: 34.8
Lowest unoccupied orbital energy in hartree: -0.0492

Last column: Löwdin charge in e.
Positions of all 7 atoms, in Å:
O: -0.8573 -1.8445 0.2536  0.151
C: -1.6627 0.3030 0.0756  -0.121
C: -0.6412 -0.6697 0.1173  -0.447
C: 1.8289 0.3119 -0.1356  0.175
N: -2.2041 1.3326 -0.0514  0.211
H: 2.8559 0.6135 -0.2026  0.050
C: 0.6805 -0.0467 -0.0569  -0.019

---

# 2
Density functional theory data (ωB97M-V with the def2-TZVPD basis set) for a single C4HNO2 molecule at a distorted geometry.

Values from the calculation:
Kohn-Sham gap in Ha: 0.310
HOMO level in eV: -9.097
ΔE to the lowest compared entry with this formula, charge and spin in kJ/mol: 445.3
Lowest unoccupied orbital energy in hartree: -0.0243

Last column: Löwdin charge in e.
Positions of all 8 atoms, in Å:
O: -2.7172 1.5708 0.2399  0.065
N: -0.9528 -0.1690 -0.1593  0.106
O: 1.8142 0.4981 0.1267  -0.057
C: 0.0456 -1.0941 -0.1811  -0.199
C: 2.4200 1.4429 0.2924  0.227
C: -1.8173 0.7161 0.1025  -0.174
H: -0.1509 -2.1923 -0.2753  0.117
C: 1.3584 -0.7725 -0.1456  -0.084

---

# 3
Density functional theory data (ωB97M-V with the def2-TZVPD basis set) for C4HNdO2 as an isolated structure at a distorted geometry.

Values from the calculation:
2S+1: 5
Net charge: +1
Kohn-Sham gap (alpha / beta) in Ha: 0.237 / 0.241
HOMO level (alpha / beta) in eV: -11.862 / -11.938
Expectation value of S²: 6.386
Lowest unoccupied orbital energy (alpha / beta) in hartree: -0.1988 / -0.1980

Last column: Löwdin charge in e.
Positions of all 8 atoms, in Å:
C: -0.4967 0.6939 0.5647  -0.661
Nd: -2.2506 3.1538 1.0474  1.699
C: 1.0105 -1.2904 -0.3486  -0.107
C: -0.0296 1.6725 1.3805  0.049
O: 1.7290 -2.2384 -0.8771  0.123
H: 1.4312 -2.4715 -1.7664  0.145
O: -1.6614 0.9326 -0.1182  -0.301
C: 0.2676 -0.4526 0.1178  0.053

---

# 4
Density functional theory data (ωB97M-V with the def2-TZVPD basis set) for a 2-piece molecular cluster, C4HO2 overall at a distorted geometry.

Values from the calculation:
Net charge: -1
Kohn-Sham gap (alpha / beta) in Ha: 0.281 / 0.289
HOMO level (alpha / beta) in eV: -5.045 / -4.895
ΔE to the lowest compared entry with this formula, charge and spin in kJ/mol: 477.4
Lowest unoccupied orbital energy (alpha / beta) in hartree: 0.0952 / 0.1087

Last column: Löwdin charge in e.
Positions of all 7 atoms, in Å:
C: 1.3681 -0.1788 -0.1996  -0.753
C: -0.9078 1.2365 1.1606  0.003
O: 1.7903 -0.2104 -1.3374  0.000
O: 1.6844 -0.7376 0.8922  -0.046
C: -1.1310 0.4481 0.1091  -0.149
C: 0.1940 0.7103 0.2136  -0.088
H: -2.9981 -1.2680 -0.8385  0.032

---

# 5
Density functional theory data (ωB97M-V with the def2-TZVPD basis set) for a 2-piece molecular cluster, C4O3 overall at a distorted geometry.

Values from the calculation:
2S+1: 2
Net charge: +1
Kohn-Sham gap (alpha / beta) in Ha: 0.391 / 0.299
HOMO level (alpha / beta) in eV: -16.419 / -16.313
Expectation value of S²: 0.789
Lowest unoccupied orbital energy (alpha / beta) in hartree: -0.2120 / -0.3007

Last column: Löwdin charge in e.
Positions of all 7 atoms, in Å:
C: -3.4592 1.2783 -0.0744  0.111
O: 1.1595 0.1183 -0.0890  0.271
O: 3.4826 -0.0703 -0.0102  0.459
C: -1.0593 -1.0400 0.1459  0.325
C: 2.3591 -0.0281 -0.0090  -0.072
C: 0.1282 -0.7825 0.0415  -0.075
O: -2.6109 0.5242 -0.0048  -0.019

---

# 6
Density functional theory data (ωB97M-V with the def2-TZVPD basis set) for a 10-piece molecular cluster, C50H114F9N8O6PS overall at a distorted geometry.

Values from the calculation:
2S+1: 2
Net charge: +7
Kohn-Sham gap (alpha / beta) in Ha: 0.329 / 0.105
HOMO level (alpha / beta) in eV: -23.359 / -23.359
Expectation value of S²: 0.767
Lowest unoccupied orbital energy (alpha / beta) in hartree: -0.5290 / -0.7537

Last column: Löwdin charge in e.
Positions of all 189 atoms, in Å:
H: -3.7696 -9.1141 -6.4450  0.131
H: -1.6953 -2.9160 -5.5483  0.090
H: -6.5367 -2.7717 -5.9306  0.137
H: -3.4489 2.3192 -9.1356  0.111
N: -4.9896 -8.0460 -7.8787  -0.194
C: 6.3785 0.6764 -9.0236  -0.054
H: 1.7806 -0.8161 -13.9373  0.113
H: -5.8650 5.5218 -7.6703  0.092
P: -7.9239 -4.6192 -9.8387  0.161
H: -2.4936 -7.0636 -6.9945  0.108
H: -8.8421 3.2135 -5.5566  0.088
H: 4.9279 -4.9299 -6.6288  0.139
H: -6.0920 -0.3351 -9.1119  0.106
O: -3.5299 -1.4132 -9.7132  -0.134
H: -5.8997 -8.8901 -9.5585  0.112
F: -6.5364 -5.3417 -9.9987  -0.159
H: 1.3549 -9.4692 -10.2306  0.173
H: 1.2953 -9.6046 -7.0956  0.112
H: -2.4391 -12.1547 -8.1191  0.077
C: -0.0987 -1.8248 -14.1705  -0.088
O: -0.6298 -7.5314 -8.7468  0.095
C: -1.6658 -0.2093 -13.0251  0.028
H: -0.5287 1.8907 -16.6595  0.151
C: -3.8853 4.7791 -8.1977  -0.245
N: -2.1715 -2.4232 -3.6766  0.092
H: -0.6672 3.7806 -10.4868  0.104
C: -3.1884 -6.4223 -7.5369  -0.150
C: -3.2786 -11.6026 -7.6966  -0.078
N: 3.8679 -2.1413 -7.8282  -0.212
C: 5.4419 -0.5422 -9.2502  -0.234
H: -3.1314 -11.6503 -6.6176  0.088
H: 1.9890 -10.6847 -8.1559  0.125
H: 2.8112 -2.8090 -12.5387  0.068
H: 0.3350 1.2778 -14.1993  0.141
C: -0.1045 0.6055 -14.9362  -0.121
H: -5.2410 -7.3507 -5.7748  0.153
H: -4.2060 -10.3833 -9.2337  0.117
F: -7.1775 -3.3349 -10.4545  -0.187
C: -7.9720 -1.5738 -6.9899  -0.052
H: 5.7558 1.3421 -8.4261  0.078
H: -4.8587 -5.0734 -7.2013  0.106
H: -4.5297 4.0434 -8.6789  0.095
H: -1.9873 0.0320 -8.5755  0.073
H: -0.8329 5.1563 -9.2670  0.121
H: 0.6522 -6.8755 -11.3186  0.112
H: 1.3572 -3.7096 -12.9824  0.063
H: -2.3725 -0.9805 -12.7185  0.056
H: 5.1153 -3.3900 -9.0200  0.145
H: -4.3334 -6.4648 -9.3127  0.098
H: -8.5877 -0.9825 -9.6567  0.091
H: -4.5361 -1.0245 -2.3578  0.105
C: 3.9800 -4.4728 -6.9127  -0.137
H: -2.6082 -5.5196 -7.7279  0.082
H: -4.7912 4.8209 -6.3183  0.079
F: -0.8032 -4.1646 -9.4177  0.078
H: -4.4959 6.4176 -7.0710  0.099
C: -4.7080 -2.6794 -12.7884  -0.291
H: 4.6184 -0.2792 -9.9141  0.101
H: -8.1105 4.5320 -6.5203  0.089
C: -6.2107 -8.3639 -8.6560  0.032
H: -5.5483 -2.2108 -8.1794  0.090
C: -4.3578 -5.9431 -6.7762  -0.236
O: -3.9173 -2.5488 -13.7446  0.117
H: -4.8844 -0.6807 -11.9785  0.097
H: 2.3942 -4.4750 -8.4312  0.088
C: -0.8456 1.4245 -7.2556  -0.164
C: -1.0383 1.3937 -15.8340  -0.152
F: -7.4063 -4.3718 -8.2841  -0.178
H: 2.8938 -2.8642 -6.0575  0.114
H: 0.9388 -1.3496 -12.4310  0.084
C: -8.2349 0.9185 -6.8166  -0.074
H: -2.4183 -1.1921 -5.2484  0.106
H: 3.2418 -5.0719 -6.3795  0.117
N: 0.8141 -9.3722 -9.3831  0.137
H: 7.3208 0.3893 -8.5569  0.099
H: -8.2154 -2.3255 -7.7408  0.109
H: -7.4401 2.4901 -8.0149  0.079
C: 1.6910 -9.6372 -8.1107  0.075
H: -0.7890 -2.4287 -13.5814  0.102
N: -0.9449 -0.5117 -14.3892  -0.201
C: -1.2793 4.2790 -9.7352  0.066
C: -5.6937 -1.4695 -7.3937  -0.211
C: 2.4728 -1.4594 -8.0770  0.014
H: -2.7159 -9.7004 -8.5712  0.068
H: -3.2946 -7.8985 -9.3321  0.104
C: -1.6802 -1.9615 -5.0221  0.031
H: -5.8432 0.7316 -7.8297  0.119
H: -8.6834 0.7706 -9.5253  0.112
C: 0.3452 -7.9040 -9.4536  -0.287
H: 2.4757 -0.6960 -8.8550  0.099
H: -2.8896 0.9684 -7.3120  0.106
H: -2.2170 4.5824 -10.2008  0.093
C: -8.0769 3.4671 -6.2902  -0.081
F: -8.7070 -5.9140 -9.3492  -0.093
C: -8.3177 2.4044 -7.3740  -0.198
H: -3.7529 -5.1767 -13.4511  0.102
F: -9.2173 -3.6537 -9.6027  -0.131
H: -7.4340 0.8061 -6.0858  0.119
H: 2.0257 -1.0115 -7.1895  0.087
H: 0.1103 -2.1401 -15.1927  0.143
H: -4.8651 -6.1994 -12.4161  0.114
H: -6.5468 -7.3737 -8.9638  0.076
H: 6.6153 1.1778 -9.9621  0.094
C: 1.1036 -6.9177 -10.3273  0.031
S: -3.1048 -2.7775 -9.2421  0.612
H: -2.0307 4.9100 -7.0886  0.145
H: -1.9925 -1.7334 -2.9609  0.179
H: -5.5862 -2.4565 -2.5036  0.116
H: -0.1513 3.6036 -7.0057  0.149
H: -1.5699 0.1140 -17.4199  0.136
C: 1.2646 -1.6325 -13.4320  -0.217
H: 0.2376 2.7889 -8.5215  0.126
O: -2.7710 -2.8687 -7.8372  -0.169
H: -4.1300 -5.6126 -5.7628  0.112
C: -3.6756 -2.7427 -3.5976  -0.288
O: -4.0680 -3.8056 -9.7005  -0.131
C: 2.0426 -2.9249 -13.3028  -0.077
C: -4.3982 -9.3847 -7.2934  -0.075
C: -2.6742 4.1379 -7.5103  -0.084
C: 3.4797 -4.4767 -8.3328  -0.171
H: -0.6397 -1.6534 -4.9194  0.112
H: -8.8329 -1.4718 -6.3292  0.154
C: -6.3331 -0.2156 -8.0556  -0.049
H: -2.9079 0.8850 -16.7038  0.138
H: 3.8665 -5.3576 -8.8453  0.122
H: 2.5006 -3.2947 -14.2202  0.101
H: -2.9485 3.4540 -6.7071  0.133
H: -3.6012 5.4531 -9.0059  0.116
H: -2.9599 -0.8289 -14.9088  0.095
H: -1.0662 1.4381 -6.1883  0.117
H: -1.9619 1.8140 -10.0409  0.116
H: -5.2422 -9.9186 -6.8567  0.147
H: 0.0299 0.7835 -7.3596  0.103
C: -6.6034 -1.7747 -6.3663  -0.194
H: -0.9840 -0.1119 -12.1803  0.082
F: -1.3276 -3.2827 -11.3872  0.098
H: 1.8026 -2.2697 -8.3642  0.067
C: -5.3904 -1.6442 -11.9178  0.017
H: -5.3274 -2.0808 -10.9211  0.032
C: -3.9062 -7.2570 -8.6977  -0.034
N: -5.3813 -4.0481 -12.6196  0.135
C: -2.3927 2.0581 -9.0699  -0.048
H: -6.2722 -6.4598 -7.0224  0.138
H: 5.8015 -1.5305 -7.3527  0.145
H: -9.1596 2.4876 -8.0612  0.119
C: -4.8730 5.4079 -7.2331  -0.066
H: 4.6644 -2.5945 -5.8406  0.141
H: -4.8013 -1.1222 -6.8729  0.106
H: -3.7369 -5.0458 -11.6493  0.052
H: 0.7219 0.2412 -15.5466  0.146
H: 3.6368 -2.8145 -9.9140  0.125
C: -4.5542 -2.1057 -2.4953  0.049
H: -4.0802 -2.2393 -1.5229  0.113
H: -1.7234 -3.3006 -3.4542  0.186
C: -8.7937 -0.1611 -8.9704  0.030
H: 2.3948 -8.8120 -8.0022  0.104
H: -2.1769 0.7425 -13.1691  0.107
C: -3.6296 -10.2389 -8.3199  -0.214
C: -1.9641 0.4045 -16.4461  -0.127
H: 2.1636 -7.1714 -10.3207  0.101
H: -4.0222 -12.3780 -7.8807  0.095
C: -0.4729 2.8234 -7.6956  -0.055
C: 4.0501 -3.1647 -8.9681  -0.076
H: -6.4994 -1.0206 -5.5862  0.125
O: -4.1589 -3.5923 -4.3634  0.117
F: -0.4776 -2.0765 -9.6102  0.099
C: 3.8845 -2.9813 -6.4966  -0.033
H: -0.0011 -9.9529 -9.5184  0.177
C: -1.3712 -3.0432 -10.0089  -0.463
H: -7.1526 3.4067 -5.7156  0.066
H: 6.0075 -1.2975 -9.7959  0.113
C: -2.0261 -0.7904 -15.4698  -0.052
C: -2.0597 0.9662 -8.0187  -0.162
H: -9.8187 -0.3932 -8.6813  0.135
H: -6.9353 -8.9782 -8.1216  0.138
C: -4.3381 -5.2527 -12.5347  0.077
H: -1.5736 1.9946 -15.0989  0.118
C: -5.3468 -6.9903 -6.7981  -0.088
F: -8.3912 -4.9319 -11.3765  -0.137
H: 4.4708 -0.2649 -7.3088  0.132
C: 4.9804 -1.0425 -7.8779  -0.100
H: -9.2629 0.6909 -6.5347  0.142
H: -6.4404 -1.4412 -12.1284  0.130
H: 0.9996 -5.8772 -10.0199  0.065
N: -1.7113 3.3889 -8.4909  -0.207
N: -7.8853 -0.2596 -7.7935  -0.209
H: -5.9913 -4.2743 -13.3922  0.189
H: -1.8252 -1.8035 -15.8181  0.132
H: -6.0579 -4.1358 -11.8748  0.092

---

What did the fifth record say?
Density functional theory data (ωB97M-V with the def2-TZVPD basis set) for a 2-piece molecular cluster, C4O3 overall at a distorted geometry.

Values from the calculation:
2S+1: 2
Net charge: +1
Kohn-Sham gap (alpha / beta) in Ha: 0.391 / 0.299
HOMO level (alpha / beta) in eV: -16.419 / -16.313
Expectation value of S²: 0.789
Lowest unoccupied orbital energy (alpha / beta) in hartree: -0.2120 / -0.3007

Last column: Löwdin charge in e.
Positions of all 7 atoms, in Å:
C: -3.4592 1.2783 -0.0744  0.111
O: 1.1595 0.1183 -0.0890  0.271
O: 3.4826 -0.0703 -0.0102  0.459
C: -1.0593 -1.0400 0.1459  0.325
C: 2.3591 -0.0281 -0.0090  -0.072
C: 0.1282 -0.7825 0.0415  -0.075
O: -2.6109 0.5242 -0.0048  -0.019